Entry 1:
{"formula": "CH2N2O3S", "method": "the ωB97M-V functional and the def2-TZVPD basis", "elements": ["C", "N", "N", "O", "O", "O", "S", "H", "H"], "positions_angstrom": [[-0.88137, -0.38752, -0.07146], [-1.25764, 1.03820, -0.25106], [-0.50995, 1.94751, -0.03305], [0.63760, 2.18667, 0.34339], [2.82856, -1.05829, -0.24864], [0.33611, -0.84105, -0.56407], [1.54696, -1.26680, 0.39423], [-1.11232, -0.77417, 1.04139], [-1.58795, -0.84455, -0.61074]], "nbo_charge": [0.042, -0.238, 0.371, -0.289, -0.794, -0.702, 1.231, 0.186, 0.194], "lumo_ev": [-0.895, -1.425], "e_homo_ev": [-10.004, -8.741], "orbital_gap_ev": [9.11, 7.32], "de_lowest_ev": 4.702}

Entry 2:
{"formula": "C2H2F4O", "method": "the ωB97M-V functional and the def2-TZVPD basis", "elements": ["C", "C", "O", "F", "F", "F", "F", "H", "H"], "positions_angstrom": [[-0.36239, -0.16804, 1.72773], [0.10395, 0.20840, -1.12090], [0.27555, -0.84139, -1.90442], [-1.10609, 0.93723, 1.79205], [0.85090, -0.02149, 2.26347], [1.16614, 1.07048, -0.95551], [-1.01876, 0.89400, -1.23586], [-0.86713, -1.03476, 1.98048], [0.95784, -1.04443, -2.54704]], "nbo_charge": [0.536, 0.894, -0.739, -0.330, -0.330, -0.350, -0.315, 0.112, 0.524], "lumo_ev": [0.179, 0.596], "e_homo_ev": [-8.761, -8.514], "orbital_gap_ev": [8.94, 9.11], "de_lowest_ev": 4.082}

Entry 3:
{"formula": "C52H49BrCsF5N8O2", "method": "the ωB97M-V functional and the def2-TZVPD basis", "elements": ["Cs", "C", "C", "N", "C", "C", "N", "C", "C", "C", "C", "C", "N", "C", "C", "N", "C", "C", "N", "C", "C", "C", "N", "C", "C", "H", "H", "H", "H", "H", "H", "H", "H", "H", "H", "H", "H", "Br", "C", "C", "C", "C", "C", "C", "C", "C", "C", "C", "H", "H", "H", "H", "H", "H", "C", "C", "C", "C", "C", "C", "C", "C", "C", "C", "C", "C", "O", "H", "H", "H", "H", "H", "H", "H", "H", "H", "H", "H", "H", "H", "H", "H", "H", "H", "C", "C", "N", "C", "C", "C", "O", "C", "C", "C", "C", "N", "C", "H", "H", "H", "H", "H", "H", "H", "H", "H", "H", "H", "H", "H", "H", "F", "C", "F", "C", "F", "F", "F"], "positions_angstrom": [[0.70557, -0.30723, 0.04247], [-4.46445, 1.71625, 0.57538], [-3.10235, 1.55674, 0.33004], [-2.66501, 1.01369, -0.80519], [-3.56799, 0.62087, -1.69256], [-4.92976, 0.77036, -1.41774], [-5.36902, 1.35904, -0.30676], [-3.06157, -0.01711, -2.95211], [-3.90889, -0.16161, -4.03276], [-3.45843, -0.84273, -5.15557], [-2.16876, -1.32946, -5.12813], [-1.33450, -1.07504, -4.02908], [-1.79164, -0.44095, -2.95254], [0.05926, -1.58009, -4.04769], [0.82344, -1.40343, -5.20223], [2.09033, -1.82195, -5.25000], [2.56487, -2.40243, -4.16648], [1.79605, -2.58378, -3.01060], [0.54134, -2.16021, -2.95135], [-4.36897, -1.07497, -6.32952], [-3.92202, -1.68700, -7.49113], [-4.77413, -1.85265, -8.57883], [-6.03005, -1.40908, -8.58592], [-6.48294, -0.85568, -7.47385], [-5.68901, -0.65933, -6.34769], [-4.84525, 2.13506, 1.50873], [-2.39214, 1.81134, 1.10437], [-5.67232, 0.39223, -2.10571], [-4.91274, 0.23441, -4.01028], [-1.77172, -1.94675, -5.93928], [0.43747, -0.87889, -6.06656], [3.60066, -2.74935, -4.17234], [2.17418, -3.08111, -2.14314], [-2.89361, -2.00521, -7.61900], [-4.37271, -2.32112, -9.46506], [-7.50827, -0.51641, -7.42898], [-6.16835, -0.16613, -5.51740], [-1.41291, 1.55326, 3.89695], [-1.28292, 0.05337, 5.08708], [-1.99754, 0.16934, 6.24421], [-1.93435, -0.85071, 7.23281], [-1.14059, -1.93980, 7.00553], [-0.35341, -2.03054, 5.82270], [0.48723, -3.16567, 5.66650], [1.20045, -3.29398, 4.51015], [1.08855, -2.32555, 3.47438], [0.25792, -1.18942, 3.54176], [-0.44205, -1.05266, 4.77574], [-2.62919, 1.02647, 6.42333], [-2.55675, -0.75029, 8.11785], [-1.09868, -2.72653, 7.75337], [0.56740, -3.93280, 6.43655], [1.87501, -4.12290, 4.34889], [1.73575, -2.49537, 2.60648], [1.26926, -5.35063, 1.51740], [1.47978, -5.57418, 0.02591], [0.28328, -4.98897, -0.74579], [2.83792, -5.07551, -0.39642], [3.81317, -5.97745, -0.81322], [5.12004, -5.57541, -1.06687], [5.45431, -4.24554, -0.86865], [4.51227, -3.30760, -0.46575], [4.97875, -1.90563, -0.20322], [4.61968, -1.39420, 1.18729], [4.51597, -0.90810, -1.30765], [3.15774, -3.66507, -0.24652], [2.27189, -2.79159, 0.05757], [0.35269, -5.81727, 1.94077], [1.20076, -4.28032, 1.74470], [2.11734, -5.78473, 2.07267], [1.48767, -6.65777, -0.12279], [0.21312, -3.90329, -0.62552], [-0.62869, -5.48460, -0.39832], [0.44361, -5.17550, -1.80690], [3.50804, -7.01645, -0.90055], [5.87069, -6.33076, -1.30595], [6.48529, -3.89280, -0.94001], [6.07815, -1.94167, -0.23996], [3.53782, -1.28807, 1.33121], [5.05187, -0.42730, 1.42206], [4.94658, -2.10775, 1.94720], [3.45994, -0.68879, -1.26051], [4.68725, -1.30585, -2.30238], [5.05672, 0.03361, -1.24892], [-2.25454, 5.35684, 1.35080], [-1.70731, 4.82309, 2.65005], [-1.14700, 5.87318, 3.51866], [-2.10349, 6.48348, 4.43552], [-2.02036, 5.87335, 5.82559], [0.14590, 6.27134, 3.58135], [0.52480, 7.20570, 4.27317], [1.09783, 5.50888, 2.71138], [1.56814, 6.06987, 1.52696], [2.43312, 5.34506, 0.73549], [2.77309, 4.05572, 1.17618], [2.35067, 3.53014, 2.33633], [1.48922, 4.23229, 3.06861], [-2.75983, 4.60644, 0.73085], [-1.44467, 5.77102, 0.73402], [-2.96636, 6.15346, 1.57819], [-0.94764, 4.07706, 2.47787], [-2.50065, 4.34636, 3.25136], [-3.10362, 6.30930, 4.01873], [-1.92222, 7.54776, 4.46459], [-2.18641, 4.79519, 5.81451], [-2.72955, 6.34183, 6.51589], [-1.00659, 6.04262, 6.21155], [1.22241, 7.07422, 1.25853], [2.81390, 5.67962, -0.22351], [3.39008, 3.42449, 0.57130], [1.09963, 3.74265, 3.96448], [1.31524, 2.82856, -1.09966], [1.61337, 2.03318, -2.29314], [0.55707, 2.47965, -3.15305], [2.83798, 2.77938, -2.87073], [2.83710, 4.14146, -2.99783], [3.05289, 2.30688, -4.11550], [3.96451, 2.51264, -2.13920]], "mulliken_charge": [1.115, -0.301, -0.183, -0.165, 0.345, -0.641, -0.696, 0.301, -0.709, 1.347, -1.007, -0.020, -0.049, 0.369, -0.700, -0.693, -0.755, 0.285, 0.079, 0.862, -0.522, -0.365, -0.670, -0.397, -0.431, 0.447, 0.442, 0.421, 0.313, 0.495, 0.481, 0.481, 0.249, 0.271, 0.368, 0.369, 0.333, -0.100, 0.427, -0.611, -0.547, -0.835, 1.367, -0.837, -0.645, -0.710, -0.502, -0.120, 0.368, 0.343, 0.280, 0.242, 0.403, 0.621, -1.385, 0.522, -1.478, 0.743, -0.773, -1.095, -0.560, 0.380, 0.639, -1.534, -1.305, -0.244, -0.714, 0.462, 0.027, 0.370, 0.534, 0.114, 0.560, 0.305, 0.344, 0.281, 0.300, 0.444, 0.112, 0.482, 0.351, 0.031, 0.221, 0.556, -1.183, -0.300, 0.408, -0.771, -1.083, 0.345, -0.688, 0.396, -0.260, -0.558, -0.352, -0.575, -0.237, 0.273, 0.273, 0.348, 0.001, 0.396, 0.410, 0.431, 0.235, 0.402, 0.288, 0.455, 0.424, 0.474, 0.441, -0.199, 0.053, -0.357, 0.454, -0.319, -0.281, -0.245], "lumo_ev": 2.725, "e_homo_ev": -1.781, "orbital_gap_ev": 4.51, "charge": -2, "de_lowest_ev": 0.175}

Entry 4:
{"formula": "C18H48N3O7", "method": "the ωB97M-V functional and the def2-TZVPD basis", "elements": ["O", "H", "H", "H", "C", "O", "C", "C", "N", "C", "C", "O", "C", "H", "H", "H", "H", "H", "H", "H", "H", "H", "H", "H", "H", "H", "H", "H", "C", "O", "C", "C", "N", "C", "C", "O", "C", "H", "H", "H", "H", "H", "H", "H", "H", "H", "H", "H", "H", "H", "H", "H", "C", "O", "C", "C", "N", "C", "C", "O", "C", "H", "H", "H", "H", "H", "H", "H", "H", "H", "H", "H", "H", "H", "H", "H"], "positions_angstrom": [[0.69847, 0.88432, -0.82104], [1.11647, 1.76932, -0.30204], [-0.21253, 0.83532, -0.49904], [1.16947, 0.14032, -0.65304], [-4.56753, -5.51068, -1.71304], [-3.46353, -5.04868, -2.09504], [-2.61053, -4.83468, -1.02104], [-1.34353, -4.02568, -1.60304], [-0.48553, -3.46468, -0.59304], [0.63447, -2.83268, -1.30304], [1.69947, -2.40268, -0.20304], [2.44547, -1.37268, -0.81204], [3.58647, -0.98568, 0.01896], [-5.22853, -5.41168, -2.45604], [-4.83053, -4.88568, -0.91504], [-4.40553, -6.62268, -1.30904], [-2.21953, -5.66168, -0.46704], [-2.89653, -4.26268, -0.12904], [-1.49053, -3.19668, -2.30504], [-0.90153, -4.93768, -2.04004], [-0.03453, -4.19268, -0.28704], [0.18047, -1.80468, -1.73304], [1.05547, -3.67668, -1.86804], [2.42447, -3.15668, -0.00904], [1.42747, -2.13268, 0.86596], [4.18047, -0.08068, -0.36204], [4.33847, -1.67768, 0.05396], [3.59847, -0.58568, 0.91996], [-1.28353, -2.50068, 4.76996], [-1.79753, -1.90668, 3.86696], [-1.09953, -1.64468, 2.54396], [-2.13553, -0.99368, 1.54296], [-1.42753, -0.79468, 0.22996], [-2.31653, -0.53168, -0.88604], [-2.81853, 0.87232, -0.74704], [-1.70153, 1.73732, -0.96704], [-2.07153, 3.12432, -0.67804], [-0.98653, -3.60568, 4.61596], [-1.96053, -2.51068, 5.50096], [-0.27753, -2.18468, 5.12196], [-0.76553, -2.73468, 2.20796], [-0.22153, -0.89068, 2.79796], [-2.74553, -0.24568, 1.91796], [-2.66253, -1.71868, 1.48296], [-1.04053, -1.75368, -0.13004], [-3.22453, -1.07368, -1.03004], [-1.67853, -0.65068, -1.64304], [-3.52853, 1.00932, 0.11796], [-3.46653, 1.01732, -1.46304], [-2.93053, 3.44232, -1.15904], [-1.36953, 3.80832, -0.98304], [-2.25253, 3.29132, 0.34196], [2.33447, 6.16032, -3.41204], [2.45747, 5.68232, -2.28304], [2.42447, 4.32732, -2.01804], [2.85047, 3.97932, -0.63404], [2.94147, 2.58432, -0.42004], [3.34247, 2.42332, 0.91596], [2.26347, 2.72532, 1.97996], [1.12947, 1.89132, 1.69096], [-0.01753, 2.18632, 2.50396], [2.92747, 5.68332, -4.09204], [2.32947, 7.07432, -3.37804], [1.29247, 5.97732, -3.66104], [2.96647, 3.56032, -2.74304], [1.31547, 3.81432, -2.14004], [2.14247, 4.64832, 0.04996], [3.80647, 4.21032, -0.49804], [3.59547, 2.23932, -1.06104], [4.27847, 2.79132, 0.96396], [3.61747, 1.32832, 1.19096], [2.08647, 3.87432, 1.94096], [2.83947, 2.55332, 2.92796], [-0.95353, 1.81332, 2.13496], [-0.20653, 3.30532, 2.82696], [0.13347, 1.74032, 3.48096]], "mulliken_charge": [-0.232, 0.044, 0.773, 0.618, -0.771, -0.297, -0.774, -0.712, -0.222, -0.795, -0.526, -0.531, -1.632, 0.331, 0.374, 0.215, 0.469, 0.299, 0.329, 0.424, 0.220, 0.223, 0.662, 0.806, 0.154, 0.373, 0.608, 0.801, -0.748, -0.363, 0.125, -1.982, 0.817, -0.582, -1.266, -0.375, -1.138, 0.226, 0.388, 0.269, 0.211, -0.042, 0.674, 0.841, -0.600, 0.482, 0.477, 0.394, 0.864, 0.463, 0.298, 0.398, -0.969, -0.336, -0.473, -0.444, -0.210, -0.728, -0.880, -0.030, -0.798, 0.367, 0.446, 0.341, 0.294, 0.050, 0.116, 0.564, 0.217, 0.799, 0.061, 0.383, 0.395, 0.153, 0.264, 0.358], "lumo_ev": -1.796, "e_homo_ev": -11.400, "orbital_gap_ev": 9.60, "charge": 1, "de_lowest_ev": 5.358}

Entry 5:
{"formula": "CaI", "method": "the ωB97M-V functional and the def2-TZVPD basis", "elements": ["Ca", "I"], "positions_angstrom": [[11.59757, -23.08759, 10.86896], [9.01227, -22.18178, 11.41716]], "nbo_charge": [1.737, -0.737], "lumo_ev": -6.297, "e_homo_ev": -13.251, "orbital_gap_ev": 6.95, "charge": 1, "de_lowest_ev": 0.047}

Entry 6:
{"formula": "C4H7FS", "method": "the ωB97M-V functional and the def2-TZVPD basis", "elements": ["C", "C", "C", "F", "C", "S", "H", "H", "H", "H", "H", "H", "H"], "positions_angstrom": [[0.51599, 1.43809, -0.10621], [0.32685, 0.00886, 0.18419], [1.25159, -0.92312, 0.02738], [2.35639, -0.53478, -0.59652], [-0.98943, -0.52361, 0.62079], [-2.40055, -0.21685, -0.46132], [1.60760, 1.69888, -0.15855], [0.03880, 1.64794, -1.06803], [0.13923, 1.99777, 0.76986], [1.11313, -2.00697, 0.05608], [-1.31275, -0.09568, 1.54323], [-0.78169, -1.54996, 0.64039], [-1.86517, -0.94059, -1.45129]], "nbo_charge": [-0.654, -0.073, 0.207, -0.340, -0.525, -0.027, 0.233, 0.239, 0.220, 0.171, 0.218, 0.214, 0.116], "smiles": "C/C(=C\\F)CS", "lumo_ev": 0.849, "e_homo_ev": -9.229, "orbital_gap_ev": 10.08, "de_lowest_ev": 1.242}

Entry 7:
{"formula": "C5H8N2", "method": "the ωB97M-V functional and the def2-TZVPD basis", "elements": ["C", "C", "C", "C", "N", "C", "N", "H", "H", "H", "H", "H", "H", "H", "H"], "positions_angstrom": [[2.34354, -0.50153, -0.02968], [0.90020, -0.11144, 0.01516], [-0.21656, -0.75354, -0.46837], [-1.35057, 0.06450, -0.18452], [-2.67685, -0.21566, -0.57929], [-0.88945, 1.17932, 0.47458], [0.48454, 1.05504, 0.58829], [2.85324, -0.26673, 0.91186], [2.43712, -1.57841, -0.19220], [2.88652, 0.00272, -0.83839], [-0.22840, -1.71406, -0.97218], [-3.35816, 0.25266, 0.00566], [-2.86767, -1.21072, -0.56981], [-1.41458, 2.02993, 0.88725], [1.09707, 1.76792, 0.95162]], "nbo_charge": [-0.639, 0.147, -0.344, 0.092, -0.807, -0.160, -0.507, 0.214, 0.228, 0.217, 0.214, 0.367, 0.367, 0.205, 0.406], "smiles": "Cc1cc(N)c[nH]1", "lumo_ev": 1.084, "e_homo_ev": -7.344, "orbital_gap_ev": 8.43, "de_lowest_ev": 0.149}

Question: Number 4 is which compound?
Answer: C18H48N3O7